ORCA calculation (ωB97M-V with the def2-TZVPD basis set) on 10 unconnected molecules or ions with the total composition C13H47NO10.

As for the total energy: -1330.40399 Eh. The value obtained for the LUMO energy (alpha / beta) is 2.356 / 2.303 eV. For the molecular weight, the calculation gives 377.52 g mol⁻¹. Its gap between HOMO and LUMO (alpha / beta) is 1.8640 / 9.5996 eV. The spin multiplicity is 2. The expectation value of S² is 0.750. The net charge is -1.

Positions of all 71 atoms, in Å:
C 0.866 -4.188 4.008
O 0.892 -5.539 3.547
H 0.982 -3.495 3.174
H -0.104 -4.025 4.477
H 1.602 -4.101 4.807
H 1.807 -5.716 3.317
C 1.861 0.466 4.125
O 1.282 -0.812 3.939
H 1.116 1.228 3.897
H 2.315 0.562 5.111
H 2.664 0.593 3.399
H 0.658 -1.005 4.643
C -3.723 -1.243 -1.039
O -3.154 -1.482 0.242
H -3.969 -0.199 -1.236
H -3.078 -1.541 -1.865
H -4.615 -1.863 -1.124
H -2.285 -1.073 0.248
C 4.413 -2.524 -1.210
O 5.016 -1.251 -1.288
H 3.336 -2.375 -1.127
H 4.630 -2.991 -2.171
H 4.711 -3.234 -0.439
H 4.765 -0.728 -0.523
C 0.598 2.599 -1.868
O 0.085 1.441 -2.429
H -0.008 3.468 -2.128
H 0.652 2.462 -0.788
H 1.630 2.716 -2.197
H -0.454 1.750 -3.161
C 1.102 -2.497 -3.164
O 1.460 -3.831 -2.807
H 0.600 -1.985 -2.344
H 1.979 -1.899 -3.413
H 0.491 -2.523 -4.066
H 1.524 -4.350 -3.612
C 3.560 1.574 -0.025
O 4.284 0.603 0.620
H 3.105 1.254 -0.963
H 2.642 1.744 0.537
H 4.087 2.522 -0.132
H 4.635 0.936 1.449
C -0.811 -4.242 0.072
O -0.465 -5.021 -1.012
H -1.649 -4.764 0.533
H 0.015 -4.192 0.781
H -1.236 -3.279 -0.210
H 0.167 -4.449 -1.453
C 0.548 -0.511 0.836
O -0.579 -0.264 -0.023
H 0.328 -1.338 1.511
H 1.330 -0.809 0.137
H 0.868 0.405 1.333
H -0.291 0.341 -0.711
C -2.787 5.867 -0.412
C -2.887 4.466 -1.135
C -3.907 3.531 -0.459
O -3.543 3.166 0.877
C -2.415 2.340 0.984
N -3.257 4.700 -2.481
H -3.695 6.404 -0.136
H -2.126 6.554 -0.939
H -2.286 5.617 0.523
H -1.939 3.935 -1.223
H -4.200 2.669 -1.058
H -4.870 4.041 -0.462
H -2.159 2.099 2.015
H -1.623 2.834 0.421
H -2.783 1.442 0.488
H -4.129 5.195 -2.364
H -3.576 3.817 -2.853

ORCA calculation (ωB97M-V with the def2-TZVPD basis set) on 11 unconnected molecules or ions with the total composition C13H48N18O13.

As for the total energy: -2488.24232 Eh. The value obtained for the LUMO energy is -0.376 eV. For the molecular weight, the calculation gives 664.64 g mol⁻¹. Its gap between HOMO and LUMO is 8.3663 eV. The structure (SMILES) is NC(N)=O.NC(N)=O.NC(N)=O.NC(N)=O.NC(N)=O.NC(N)=O.NC(N)=O.NC(N)=O.NC(N)=O.OCCO.OCCO. The spin multiplicity is 1. For the energy relative to the best compared isomer or geometry (same formula, charge and spin), the calculation gives 0.165 eV.

Positions of all 92 atoms, in Å:
N -3.983 2.941 -2.280
C -3.244 2.159 -3.098
N -3.296 2.458 -4.423
O -2.504 1.284 -2.625
H -3.951 2.643 -1.318
H -4.726 3.546 -2.572
H -2.579 2.100 -5.026
H -3.870 3.239 -4.678
N 5.047 -2.627 -1.287
C 4.119 -2.189 -0.365
N 3.784 -0.897 -0.485
O 3.698 -2.944 0.515
H 5.457 -2.139 -2.061
H 5.328 -3.592 -1.284
H 4.208 -0.336 -1.197
H 2.900 -0.640 -0.039
N -3.862 -0.109 0.005
C -4.865 -1.015 -0.211
N -4.899 -2.015 0.721
O -5.628 -1.047 -1.170
H -3.757 0.611 -0.686
H -3.268 -0.211 0.801
H -5.596 -2.702 0.486
H -4.303 -2.089 1.519
N 0.038 3.136 4.041
C 0.824 2.072 4.398
N 0.863 1.811 5.724
O 1.401 1.327 3.607
H -0.349 3.759 4.723
H 0.027 3.465 3.093
H 0.447 2.455 6.368
H 1.423 1.028 6.010
N -2.866 3.675 2.493
C -2.806 4.039 1.192
N -2.951 5.351 0.892
O -2.691 3.183 0.298
H -3.060 4.363 3.198
H -3.004 2.702 2.697
H -2.908 6.046 1.614
H -2.698 5.541 -0.064
N -0.365 1.388 1.053
C 0.301 0.694 0.084
N -0.261 0.672 -1.131
O 1.415 0.234 0.376
H 0.089 1.269 1.962
H -1.267 1.853 0.992
H 0.226 0.131 -1.826
H -1.224 0.924 -1.279
N 3.247 -0.716 3.011
C 4.513 -0.499 3.478
N 5.419 -1.418 3.012
O 4.792 0.485 4.160
H 2.568 0.027 3.163
H 2.986 -1.528 2.486
H 5.097 -2.113 2.362
H 6.383 -1.186 3.160
N 2.669 -3.760 -4.163
C 1.996 -2.580 -3.948
N 0.896 -2.707 -3.151
O 2.316 -1.549 -4.521
H 2.317 -4.638 -3.827
H 3.253 -3.838 -4.976
H 0.584 -3.578 -2.768
H 0.290 -1.894 -3.162
N 3.504 2.583 1.766
C 3.166 3.681 1.063
N 1.809 3.735 0.828
O 3.886 4.621 0.722
H 4.431 2.200 1.829
H 2.772 1.895 1.848
H 1.508 4.612 0.446
H 1.206 2.988 1.130
O -1.060 -2.492 3.177
C -0.857 -3.124 1.902
C 0.563 -2.858 1.430
O 1.561 -3.656 2.034
H -0.449 -2.923 3.784
H -1.123 -4.172 2.046
H -1.456 -2.644 1.128
H 0.760 -1.800 1.639
H 0.586 -2.954 0.336
H 2.395 -3.484 1.555
O -1.677 -1.228 -3.285
C -2.818 -1.865 -3.862
C -2.455 -2.678 -5.101
O -1.677 -3.808 -4.747
H -1.926 -0.322 -3.029
H -3.105 -2.665 -3.163
H -3.630 -1.136 -3.873
H -1.854 -2.005 -5.725
H -3.360 -3.070 -5.558
H -0.837 -3.488 -4.396

ORCA calculation (ωB97M-V with the def2-TZVPD basis set) on 11 unconnected molecules or ions with the total composition C13H48O13.

As for the total energy: -1501.96137 Eh. The value obtained for the LUMO energy is 0.268 eV. For the molecular weight, the calculation gives 412.51 g mol⁻¹. Its gap between HOMO and LUMO is 10.1330 eV. The structure (SMILES) is OCCO.OCCO.CO.CO.CO.CO.CO.CO.CO.CO.CO. The spin multiplicity is 1. For the energy relative to the best compared isomer or geometry (same formula, charge and spin), the calculation gives 1.962 eV.

Positions of all 74 atoms, in Å:
O -9.078 5.872 4.176
C -7.942 5.060 4.397
C -7.605 4.333 3.111
O -7.087 5.061 2.000
H -9.468 6.146 5.018
H -7.079 5.668 4.698
H -8.129 4.350 5.205
H -8.558 3.970 2.719
H -6.959 3.474 3.309
H -6.127 5.098 1.986
O -8.822 9.047 9.773
C -10.068 9.280 10.417
C -11.168 8.336 10.056
O -11.005 7.094 10.737
H -8.702 8.096 9.673
H -9.865 9.234 11.493
H -10.379 10.302 10.197
H -11.157 8.102 8.982
H -12.153 8.802 10.153
H -11.841 6.709 11.004
C -6.827 9.137 1.441
O -7.078 8.219 0.386
H -6.066 8.662 2.066
H -6.533 10.097 1.028
H -7.721 9.296 2.051
H -7.299 7.347 0.729
C -7.119 8.832 5.352
O -7.587 9.313 6.589
H -7.851 8.396 4.664
H -6.588 9.625 4.821
H -6.370 8.070 5.616
H -8.146 8.645 6.999
C -4.152 12.071 3.046
O -4.479 13.231 3.827
H -4.537 12.031 2.030
H -3.064 12.045 2.943
H -4.541 11.263 3.667
H -4.365 13.040 4.759
C -3.790 6.077 7.099
O -3.284 6.793 8.207
H -4.004 5.050 7.419
H -4.672 6.520 6.637
H -3.056 5.816 6.332
H -3.635 6.447 9.028
C -8.442 12.382 4.823
O -9.800 12.742 5.120
H -7.712 12.508 5.628
H -8.455 11.384 4.397
H -8.118 13.168 4.128
H -9.872 13.693 5.207
C -11.225 9.642 4.015
O -11.581 10.637 4.983
H -12.044 8.923 4.076
H -11.287 10.007 2.988
H -10.259 9.289 4.381
H -11.031 11.431 4.850
C -11.938 6.801 6.187
O -10.567 7.220 6.341
H -12.227 6.813 5.141
H -12.051 5.857 6.722
H -12.424 7.477 6.901
H -10.610 8.132 6.027
C -3.553 9.575 5.996
O -3.656 9.774 7.395
H -4.307 8.883 5.622
H -3.550 10.549 5.506
H -2.518 9.220 5.878
H -3.539 8.915 7.815
C -7.109 6.104 8.197
O -6.918 4.860 7.542
H -6.798 6.867 7.481
H -8.179 6.131 8.420
H -6.487 6.338 9.068
H -7.421 4.154 7.951

ORCA calculation (ωB97M-V with the def2-TZVPD basis set) on 10 unconnected molecules or ions with the total composition C13H49N5O10.

As for the total energy: -1550.75732 Eh. The value obtained for the LUMO energy is -0.079 eV. For the molecular weight, the calculation gives 435.56 g mol⁻¹. Its gap between HOMO and LUMO is 9.0664 eV. The structure (SMILES) is COC[C@H](C)N.COC[C@H](C)N.COC[C@H](C)N.NC(N)=O.O.O.O.O.O.O. The spin multiplicity is 1. For the energy relative to the best compared isomer or geometry (same formula, charge and spin), the calculation gives 3.796 eV.

Positions of all 77 atoms, in Å:
C 2.212 28.141 24.068
O 1.515 29.323 23.816
C 0.223 29.190 23.194
C 0.198 28.462 21.912
C 1.113 29.094 20.816
N -1.135 28.458 21.336
H 2.633 27.728 23.152
H 1.453 27.437 24.409
H 3.041 28.262 24.765
H -0.651 28.968 23.807
H -0.159 30.191 22.993
H 0.423 27.421 22.143
H 0.785 30.130 20.895
H 0.983 28.733 19.795
H 2.141 28.809 21.040
H -1.063 27.825 20.552
H -1.676 27.871 21.954
C 1.524 11.627 16.517
O 2.492 11.971 17.486
C 3.326 13.071 17.147
C 2.464 14.348 17.248
C 3.322 15.596 16.869
N 2.116 14.609 18.617
H 0.610 12.101 16.874
H 1.318 10.559 16.444
H 1.750 12.038 15.533
H 4.131 13.072 17.881
H 3.827 12.951 16.186
H 1.557 14.323 16.644
H 4.240 15.711 17.445
H 2.861 16.576 16.986
H 3.596 15.542 15.815
H 1.734 15.544 18.643
H 1.443 13.929 18.938
C -0.893 18.108 26.653
O -1.583 18.917 25.663
C -1.528 18.485 24.318
C -2.699 19.229 23.516
C -2.751 18.811 22.036
N -2.634 20.723 23.568
H -0.843 18.628 27.610
H 0.124 18.190 26.268
H -1.179 17.068 26.808
H -0.570 18.744 23.868
H -1.651 17.404 24.262
H -3.727 19.114 23.857
H -3.474 19.421 21.494
H -2.956 17.759 21.838
H -1.781 18.961 21.562
H -2.563 20.996 24.538
H -3.579 20.957 23.298
N 1.290 22.105 21.345
C 1.715 21.755 20.167
N 0.782 21.773 19.225
O 2.868 21.445 19.928
H 1.959 22.241 22.089
H 0.321 22.357 21.478
H 1.057 21.353 18.348
H -0.067 22.262 19.468
O 5.855 22.072 23.113
H 6.145 22.933 22.812
H 5.408 21.692 22.357
O -1.246 26.163 16.287
H -1.594 25.577 16.959
H -1.198 25.622 15.498
O 6.135 21.462 16.914
H 5.547 21.604 17.655
H 6.729 20.772 17.208
O -3.211 23.650 19.522
H -3.221 23.339 20.427
H -4.115 23.913 19.348
O -0.824 22.883 13.375
H 0.048 22.492 13.435
H -0.950 23.045 12.440
O 3.159 22.143 14.464
H 3.857 21.900 15.073
H 3.071 23.091 14.567

ORCA calculation (ωB97M-V with the def2-TZVPD basis set) on a molecular structure, C13H52F2InNO17S2.

As for the total energy: -3045.41240 Eh. The value obtained for the LUMO energy is -12.979 eV. For the molecular weight, the calculation gives 711.50 g mol⁻¹. Its gap between HOMO and LUMO is 1.9125 eV. The spin multiplicity is 1. For the energy relative to the best compared isomer or geometry (same formula, charge and spin), the calculation gives 0.000 eV. The net charge is +2.

Positions of all 88 atoms, in Å:
In -0.636 3.309 2.773
N -0.337 0.790 1.406
S -0.168 -0.648 1.875
O 0.920 -1.478 1.462
O -1.412 -1.309 2.225
F 0.294 -0.223 3.338
S -0.567 0.326 -0.263
O -1.526 -0.728 -0.529
O 0.608 0.505 -1.133
F -1.428 1.654 -0.679
C 3.272 -0.031 -3.919
O 3.872 1.249 -4.435
H 4.047 -0.657 -3.477
H 2.551 0.190 -3.132
H 2.798 -0.624 -4.702
H 4.477 1.568 -3.761
C -0.517 1.257 -4.294
O -1.646 1.882 -3.639
H -0.801 0.224 -4.497
H -0.398 1.613 -5.317
H 0.390 1.410 -3.709
H -1.520 2.831 -3.573
C -3.720 0.922 1.754
O -3.357 2.293 1.684
H -3.487 0.447 0.801
H -3.114 0.394 2.490
H -4.741 0.720 2.078
H -3.825 2.678 0.940
C 0.564 4.225 -1.426
O -0.110 3.974 -0.212
H 0.247 3.418 -2.086
H 0.327 5.171 -1.914
H 1.641 4.117 -1.302
H -0.721 4.703 -0.075
C 3.703 -1.542 -0.394
O 5.028 -2.071 -0.387
H 3.309 -1.381 0.609
H 3.695 -0.535 -0.812
H 3.013 -2.211 -0.908
H 5.538 -1.353 -0.006
C -4.032 3.401 -1.528
O -4.324 3.880 -0.260
H -4.862 3.697 -2.169
H -3.057 3.825 -1.767
H -3.875 2.322 -1.501
H -3.570 4.403 0.021
C 3.385 -1.888 3.675
O 3.897 -1.926 5.024
H 3.441 -0.964 3.099
H 3.934 -2.556 3.012
H 2.364 -2.268 3.706
H 4.285 -1.059 5.165
C 0.025 -4.753 2.025
O -1.145 -4.885 2.817
H 0.242 -5.625 1.408
H -0.174 -3.893 1.385
H 0.939 -4.522 2.570
H -0.971 -5.494 3.538
C 2.003 1.001 5.486
O 1.540 2.053 4.696
H 2.334 0.137 4.910
H 2.887 1.397 5.987
H 1.162 0.690 6.105
H 1.287 2.734 5.323
C -4.308 -0.496 -2.961
O -4.146 0.615 -3.758
H -3.651 -1.270 -3.358
H -4.120 -0.353 -1.897
H -5.324 -0.892 -2.951
H -3.314 1.063 -3.593
C 0.262 -2.208 -2.575
O 0.384 -3.386 -3.328
H 0.970 -1.523 -3.041
H -0.768 -1.866 -2.675
H 0.531 -2.318 -1.525
H 0.109 -4.128 -2.785
C -2.979 -3.686 0.041
O -2.851 -4.933 0.642
H -3.493 -3.765 -0.917
H -3.576 -3.098 0.738
H -1.986 -3.247 -0.052
H -2.223 -4.798 1.356
C 2.769 1.950 1.021
O 2.310 2.921 1.881
H 3.855 1.866 1.056
H 2.424 0.993 1.413
H 2.332 2.066 0.029
H 2.812 3.708 1.656

ORCA calculation (ωB97M-V with the def2-TZVPD basis set) on a molecular structure, C13H52NNiO16.

As for the total energy: -3292.39741 Eh. The value obtained for the LUMO energy (alpha / beta) is -5.313 / -10.501 eV. For the molecular weight, the calculation gives 537.24 g mol⁻¹. Its gap between HOMO and LUMO (alpha / beta) is 8.7830 / 3.5868 eV. The spin multiplicity is 4. The expectation value of S² is 3.758. The net charge is +2.

Positions of all 83 atoms, in Å:
Ni -1.447 1.877 -2.026
N -0.549 -0.121 0.585
O 0.534 -0.628 0.781
O -0.684 0.596 -0.410
O -1.478 -0.462 1.333
C 0.904 -3.646 3.029
O -0.154 -2.805 2.549
H 0.646 -4.482 3.680
H 1.392 -4.072 2.152
H 1.656 -3.048 3.542
H 0.222 -2.249 1.863
C 0.471 4.449 -2.112
O -0.100 3.366 -1.371
H 0.144 4.444 -3.152
H 0.083 5.386 -1.712
H 1.554 4.551 -2.055
H -0.058 3.618 -0.446
C -3.125 -3.161 -0.031
O -2.952 -3.496 1.331
H -2.656 -2.213 -0.297
H -2.719 -3.868 -0.754
H -4.193 -3.057 -0.225
H -2.685 -4.417 1.374
C -2.889 2.252 3.100
O -3.664 1.368 3.949
H -2.635 3.137 3.684
H -1.913 1.877 2.791
H -3.492 2.565 2.247
H -4.400 1.888 4.278
C -0.208 -2.576 -2.253
O -1.283 -2.103 -3.069
H -0.156 -3.628 -2.532
H 0.709 -2.064 -2.544
H -0.442 -2.463 -1.194
H -1.259 -2.523 -3.931
C -3.891 0.106 -3.016
O -2.565 0.175 -2.647
H -3.996 0.190 -4.098
H -4.331 -0.825 -2.659
H -4.402 0.987 -2.628
H -2.203 -0.710 -2.736
C 3.938 -1.074 2.144
O 4.527 0.086 2.710
H 2.888 -1.194 2.412
H 4.027 -1.073 1.057
H 4.392 -1.954 2.599
H 4.514 0.036 3.669
C -3.599 3.709 -0.699
O -2.990 2.407 -0.761
H -3.859 4.021 -1.710
H -4.503 3.703 -0.090
H -2.880 4.390 -0.243
H -3.626 1.811 -0.358
C 0.401 0.845 -4.408
O 0.240 1.228 -3.042
H -0.526 1.087 -4.928
H 1.224 1.370 -4.893
H 0.556 -0.231 -4.483
H 1.127 1.048 -2.723
C 2.374 2.191 0.975
O 2.149 3.367 1.674
H 1.575 2.012 0.255
H 3.258 2.307 0.348
H 2.559 1.275 1.536
H 2.876 3.519 2.282
C 3.078 -0.171 -1.407
O 2.759 0.833 -2.353
H 2.147 -0.530 -0.967
H 3.648 -0.902 -1.981
H 3.767 0.209 -0.653
H 3.615 1.093 -2.700
C 2.547 -3.726 -0.624
O 3.398 -4.207 0.328
H 1.680 -4.370 -0.774
H 2.248 -2.714 -0.351
H 3.114 -3.782 -1.553
H 3.331 -5.164 0.348
C 0.627 0.635 3.899
O -0.495 0.398 4.743
H 1.391 1.170 4.462
H 1.063 -0.269 3.474
H 0.300 1.261 3.069
H -0.641 1.134 5.343